Record 1
Below is C19H31NO2 as an isolated structure in a non-equilibrium geometry, with properties calculated with ωB97M-V/def2-TZVPD.

Geometry as XYZ:
```
53
Properties=species:S:1:pos:R:3
C 1.51 -1.80 -5.05
C 1.27 -1.75 -3.46
C 2.35 -2.19 -2.57
C 2.14 -2.12 -1.34
C 0.78 -1.69 -0.84
C -0.05 -1.28 -1.75
C 0.19 -1.26 -3.19
H -0.76 -1.21 -3.68
O -1.25 -1.03 -1.04
C -2.30 -0.34 -1.77
C -1.86 0.89 -2.26
C -1.86 1.90 -1.22
C -0.66 2.11 -0.61
C -0.28 2.90 0.76
N -0.39 2.05 1.92
C -1.42 1.47 2.11
H -1.82 0.92 1.30
C -1.28 0.61 3.38
H -2.27 0.01 3.88
O -0.81 1.34 4.54
C 0.19 1.94 4.25
C 0.30 2.90 2.99
H 1.15 3.39 2.90
H -0.49 3.74 3.23
H 0.40 2.35 5.30
H 1.06 1.33 4.17
H -0.67 -0.09 3.15
H -2.29 2.02 2.49
H 0.65 3.56 0.55
H -1.17 3.72 0.74
H -0.18 0.94 -0.20
H 0.15 2.31 -1.32
H -2.59 1.90 -0.39
H -2.12 3.12 -1.69
H -1.13 1.07 -2.99
H -2.71 1.21 -2.81
H -3.24 -0.46 -1.03
H -2.30 -0.90 -2.65
C 0.88 -1.73 0.71
C 2.02 -0.84 1.32
H 2.93 -0.85 1.10
H 1.92 0.29 0.94
H 1.77 -0.82 2.34
C 0.92 -3.04 1.15
H 1.98 -3.65 1.07
H 0.19 -3.68 0.89
H 0.72 -2.99 2.35
H -0.25 -1.17 0.96
H 2.97 -2.56 -0.66
H 3.39 -2.61 -3.26
H 0.68 -2.58 -5.46
H 2.41 -2.30 -5.32
H 1.23 -0.89 -5.30
```

Summary:
- HOMO-LUMO gap: 8.9023 eV
- LUMO: 0.8 eV
- Energy above the lowest of the compared OMol25 structures with the same formula, charge and spin: 412.3 kcal/mol
- E_HOMO: -8.13 eV
- Electronic energy: -947.189861 a.u.



Record 2
Below is a 6-piece molecular cluster, C29H41BN3O17P overall in a non-equilibrium geometry, with properties calculated with ωB97M-V/def2-TZVPD.

Geometry as XYZ:
```
92
Properties=species:S:1:pos:R:3
C -5.80 -4.97 4.31
O -4.87 -5.83 3.54
B -4.57 -5.22 2.20
O -5.65 -4.88 1.22
C -2.94 -4.98 1.90
C -2.13 -6.22 1.14
C -0.53 -6.04 0.85
C 0.35 -4.68 1.27
N 1.81 -4.70 0.92
C 2.42 -3.42 1.42
C 1.67 -2.21 2.20
N 0.19 -2.22 2.48
C -0.47 -3.49 2.01
C -2.10 -3.63 2.31
P -2.97 -2.13 3.19
N -3.03 -0.83 2.18
H -5.95 -3.90 3.86
H -5.39 -4.94 5.42
H -6.84 -5.54 4.35
H -5.94 -3.92 1.33
H -2.63 -7.24 0.81
H 0.06 -6.94 0.33
H 3.60 -3.29 1.25
H 2.29 -1.27 2.56
H -2.18 -1.78 4.38
H -4.34 -2.44 3.55
H -2.49 -0.03 2.59
C 2.56 1.19 -2.31
C 3.34 1.37 -1.03
C 4.30 0.25 -0.75
O 4.39 0.26 0.66
C 3.20 0.76 1.12
O 2.84 0.70 2.28
O 2.49 1.32 0.10
H 3.19 0.80 -3.12
H 1.70 0.51 -2.17
H 2.15 2.15 -2.64
H 3.86 2.34 -1.03
H 5.28 0.43 -1.20
H 3.94 -0.73 -1.08
C -8.41 -8.58 3.40
C -8.07 -8.89 4.85
C -8.21 -10.34 5.20
O -8.51 -10.30 6.58
C -9.13 -9.10 6.81
O -9.72 -8.81 7.83
O -8.99 -8.26 5.73
H -8.02 -9.34 2.73
H -9.49 -8.49 3.26
H -7.97 -7.62 3.12
H -7.06 -8.52 5.09
H -7.29 -10.90 5.02
H -9.04 -10.83 4.68
C 5.61 5.14 1.43
C 5.38 6.02 0.21
C 3.95 6.06 -0.23
O 4.06 6.32 -1.62
C 5.27 5.80 -2.01
O 5.60 5.64 -3.17
O 6.04 5.49 -0.93
H 4.81 5.27 2.17
H 5.68 4.08 1.15
H 6.56 5.41 1.91
H 5.77 7.03 0.39
H 3.39 6.86 0.26
H 3.42 5.11 -0.09
C 4.90 3.39 -6.53
C 4.39 1.99 -6.86
C 3.31 1.98 -7.89
O 2.57 0.82 -7.57
C 2.74 0.62 -6.22
O 2.08 -0.15 -5.55
O 3.75 1.41 -5.73
H 5.00 4.00 -7.43
H 4.24 3.89 -5.82
H 5.88 3.32 -6.05
H 5.23 1.34 -7.15
H 3.71 1.91 -8.91
H 2.64 2.85 -7.83
C -0.07 9.06 -3.50
C 0.72 9.25 -2.22
C 1.68 8.13 -1.94
O 1.77 8.13 -0.53
C 0.58 8.63 -0.07
O 0.21 8.58 1.09
O -0.14 9.20 -1.09
H 0.56 8.68 -4.31
H -0.92 8.39 -3.36
H -0.48 10.03 -3.83
H 1.23 10.22 -2.22
H 2.66 8.31 -2.39
H 1.31 7.15 -2.27
```

Summary:
- HOMO-LUMO gap: 6.7281 eV
- LUMO: -1.3 eV
- E_HOMO: -8.05 eV
- Electronic energy: -2938.870254 a.u.



Record 3
Below is a 2-piece molecular cluster, C4H9NO2 overall, with properties calculated with ωB97M-V/def2-TZVPD.

Geometry as XYZ:
```
16
Properties=species:S:1:pos:R:3
C 1.61 1.02 -0.24
C 0.83 1.31 1.04
N -0.08 0.22 1.37
C 0.06 -0.92 1.74
O 0.07 -2.04 2.09
H 0.91 0.85 -1.06
H 2.25 1.88 -0.48
H 2.24 0.14 -0.13
H 1.51 1.47 1.89
H 0.23 2.21 0.93
C -1.64 -1.33 -1.36
O -1.53 0.07 -1.24
H -2.57 -1.72 -0.92
H -1.65 -1.57 -2.43
H -0.80 -1.86 -0.90
H -1.42 0.26 -0.30
```

Summary:
- HOMO-LUMO gap: 10.8696 eV
- LUMO: 0.7 eV
- Energy above the lowest of the compared OMol25 structures with the same formula, charge and spin: 33.8 kcal/mol
- E_HOMO: -10.20 eV
- Electronic energy: -363.031639 a.u.



Record 4
Below is a 2-piece molecular cluster, ClH4NSi overall in a non-equilibrium geometry, with properties calculated with ωB97M-V/def2-TZVPD.

Geometry as XYZ:
```
7
Properties=species:S:1:pos:R:3
N -0.03 -0.03 0.72
Si -0.54 -0.09 -0.76
H 0.25 0.75 1.40
H -1.04 -1.29 -1.30
H -0.70 0.93 -1.68
Cl 2.98 0.14 1.90
H 1.69 -0.37 1.88
```

Summary:
- HOMO-LUMO gap: 9.9800 eV
- LUMO: -0.2 eV
- Energy above the lowest of the compared OMol25 structures with the same formula, charge and spin: 80.2 kcal/mol
- E_HOMO: -10.18 eV
- Electronic energy: -806.770562 a.u.



Record 5
Below is a 11-piece molecular cluster, C10H40ClO14 overall in a non-equilibrium geometry, with properties calculated with ωB97M-V/def2-TZVPD.

Geometry as XYZ:
```
65
Properties=species:S:1:pos:R:3
Cl 2.39 18.21 -6.17
O 2.86 19.56 -6.15
O 2.79 17.61 -7.43
O 2.91 17.46 -5.05
O 0.93 18.27 -6.14
C 1.30 16.44 -10.58
O 1.63 16.51 -11.99
H 2.26 16.62 -10.10
H 0.54 17.19 -10.40
H 0.97 15.41 -10.37
H 1.06 15.90 -12.46
C 4.52 14.54 -8.81
O 4.50 14.99 -7.45
H 4.91 15.29 -9.51
H 5.18 13.68 -8.74
H 3.45 14.36 -8.99
H 4.00 15.81 -7.38
C 1.66 19.66 -3.13
O 3.06 19.62 -3.29
H 1.20 18.96 -3.84
H 1.39 19.27 -2.16
H 1.27 20.65 -3.40
H 3.36 19.46 -4.19
C -1.69 15.86 -7.73
O -2.55 15.10 -6.91
H -2.18 16.77 -8.08
H -0.82 16.19 -7.15
H -1.27 15.27 -8.55
H -2.18 15.07 -6.01
C -0.53 16.35 -4.12
O -1.85 15.81 -4.21
H 0.08 15.92 -4.92
H -0.60 17.44 -4.18
H -0.01 16.22 -3.17
H -1.97 15.10 -3.57
C 2.57 23.13 -5.95
O 2.17 22.36 -7.05
H 3.66 23.07 -5.82
H 2.47 24.21 -6.09
H 2.09 22.79 -5.03
H 2.32 21.42 -6.91
C 5.96 20.88 -6.21
O 6.88 21.71 -5.52
H 5.05 21.47 -6.33
H 6.36 20.52 -7.17
H 5.79 19.98 -5.60
H 7.75 21.33 -5.59
C 5.94 15.44 -4.72
O 6.10 15.14 -3.35
H 6.09 14.57 -5.35
H 4.89 15.69 -4.91
H 6.60 16.24 -5.05
H 5.49 15.76 -2.94
C 2.94 15.70 -2.16
O 3.82 16.69 -2.67
H 2.80 14.99 -2.99
H 3.51 15.13 -1.43
H 1.95 16.04 -1.83
H 3.39 17.26 -3.31
C -1.24 20.48 -8.04
O -0.71 19.39 -8.78
H -1.28 20.28 -6.97
H -0.86 21.47 -8.26
H -2.30 20.50 -8.34
H 0.17 19.30 -8.40
```

Summary:
- HOMO-LUMO gap: 9.7588 eV
- LUMO: 2.6 eV
- Net charge: -1
- Energy above the lowest of the compared OMol25 structures with the same formula, charge and spin: 73.3 kcal/mol
- E_HOMO: -7.21 eV
- Electronic energy: -1918.200067 a.u.



Record 6
Below is C56H66AsCsOP2S as an isolated structure in a non-equilibrium geometry, with properties calculated with ωB97M-V/def2-TZVPD.

Geometry as XYZ:
```
128
Properties=species:S:1:pos:R:3
Cs -0.37 -0.40 -0.38
C -2.17 -2.31 -2.09
C -0.88 -2.35 -2.68
C -0.05 -3.10 -1.79
C -0.87 -3.48 -0.69
C -2.18 -3.00 -0.87
C -3.40 -3.36 -0.05
C -3.88 -4.78 -0.43
C -3.10 -3.34 1.45
C -4.54 -2.38 -0.33
C 1.43 -3.51 -1.84
C 1.79 -4.40 -0.64
C 1.74 -4.35 -3.09
C 2.39 -2.31 -1.76
C -0.70 -1.83 -4.12
C -1.76 -0.74 -4.40
C 0.64 -1.16 -4.43
C -0.94 -2.96 -5.13
H -3.05 -1.88 -2.55
H -0.56 -4.10 0.14
H -3.09 -5.51 -0.22
H -4.09 -4.82 -1.50
H -4.78 -5.06 0.12
H -2.29 -4.03 1.70
H -3.98 -3.64 2.02
H -2.81 -2.34 1.77
H -4.86 -2.42 -1.37
H -4.23 -1.35 -0.11
H -5.41 -2.61 0.30
H 1.18 -5.30 -0.62
H 1.65 -3.87 0.30
H 2.84 -4.70 -0.71
H 1.04 -5.19 -3.15
H 2.76 -4.77 -3.03
H 1.68 -3.79 -4.01
H 2.25 -1.79 -0.80
H 2.23 -1.59 -2.55
H 3.43 -2.65 -1.80
H -1.72 0.05 -3.66
H -2.77 -1.15 -4.42
H -1.57 -0.30 -5.39
H 0.83 -0.31 -3.76
H 0.63 -0.77 -5.45
H 1.48 -1.84 -4.35
H -1.91 -3.42 -4.94
H -0.18 -3.74 -5.04
H -0.93 -2.58 -6.16
O 1.20 0.43 1.23
S 1.41 1.90 1.34
C 3.19 2.10 1.20
C 4.07 2.01 2.26
C 5.44 2.03 2.00
C 5.90 2.13 0.70
C 5.00 2.19 -0.36
C 3.64 2.18 -0.14
P 2.33 2.11 -1.46
C 1.72 3.84 -1.39
C 0.36 4.05 -1.65
C -0.18 5.33 -1.61
C 0.64 6.41 -1.29
C 1.99 6.21 -1.02
C 2.52 4.93 -1.08
C 3.30 2.09 -3.01
C 4.03 0.93 -3.29
C 4.72 0.80 -4.48
C 4.68 1.82 -5.42
C 3.95 2.96 -5.16
C 3.26 3.10 -3.96
C 1.08 2.31 3.05
C 1.60 3.50 3.57
C 1.34 3.84 4.88
C 0.55 2.99 5.66
C 0.00 1.84 5.12
C 0.23 1.47 3.79
P -0.66 0.02 3.01
C 0.39 -1.40 3.53
C 1.32 -1.37 4.57
C 2.07 -2.50 4.86
C 1.89 -3.67 4.13
C 0.97 -3.70 3.09
C 0.23 -2.57 2.79
C -2.08 -0.09 4.18
C -2.30 -1.14 5.07
C -3.45 -1.16 5.87
C -4.38 -0.14 5.78
C -4.17 0.91 4.89
C -3.04 0.93 4.09
H 3.71 1.92 3.27
H 6.14 1.96 2.83
H 6.96 2.14 0.50
H 5.38 2.24 -1.38
H -0.27 3.20 -1.88
H -1.23 5.48 -1.81
H 0.22 7.41 -1.24
H 2.62 7.05 -0.78
H 3.58 4.78 -0.87
H 4.04 0.11 -2.57
H 5.28 -0.11 -4.68
H 5.22 1.71 -6.36
H 3.90 3.76 -5.90
H 2.70 4.01 -3.77
H 2.20 4.14 2.94
H 1.74 4.75 5.30
H 0.36 3.24 6.70
H -0.64 1.23 5.73
H 1.47 -0.47 5.15
H 2.79 -2.47 5.67
H 2.48 -4.55 4.36
H 0.84 -4.60 2.50
H -0.47 -2.60 1.96
H -1.58 -1.94 5.15
H -3.61 -1.99 6.55
H -5.27 -0.16 6.40
H -4.90 1.71 4.81
H -2.88 1.74 3.39
C -3.94 4.14 -0.22
As -3.07 2.40 0.01
C -4.57 1.54 0.94
C -3.45 1.68 -1.77
H -4.99 3.99 -0.47
H -3.47 4.69 -1.03
H -3.87 4.72 0.69
H -5.45 1.54 0.30
H -4.79 2.10 1.85
H -4.32 0.52 1.22
H -4.46 1.94 -2.08
H -3.33 0.60 -1.77
H -2.74 2.10 -2.50
```

Summary:
- HOMO-LUMO gap: 5.9042 eV
- LUMO: 0.0 eV
- Energy above the lowest of the compared OMol25 structures with the same formula, charge and spin: 23.0 kcal/mol
- E_HOMO: -5.87 eV
- Electronic energy: -5585.493817 a.u.



Record 7
Below is a 6-piece molecular cluster, C33H73BrN4O3 overall in a non-equilibrium geometry, with properties calculated with ωB97M-V/def2-TZVPD.

Geometry as XYZ:
```
114
Properties=species:S:1:pos:R:3
O 0.74 1.98 -0.83
C 1.51 1.06 -0.53
O 1.47 -0.04 -1.13
O 2.25 1.27 0.45
H 1.19 2.62 -0.27
C 2.94 -7.77 -2.21
C 3.13 -6.35 -1.66
C 4.21 -6.36 -0.55
N 4.40 -4.99 0.16
C 4.77 -3.94 -0.82
C 5.43 -5.03 1.29
C 5.07 -3.88 2.19
C 3.53 -3.74 2.07
C 3.13 -4.75 1.05
H 2.19 -7.84 -3.00
H 2.52 -8.42 -1.44
H 3.82 -8.24 -2.65
H 2.13 -6.09 -1.29
H 3.39 -5.75 -2.53
H 5.21 -6.63 -0.89
H 3.99 -7.01 0.30
H 3.86 -3.85 -1.41
H 5.58 -4.15 -1.53
H 4.99 -2.99 -0.34
H 6.40 -4.99 0.80
H 5.24 -5.94 1.86
H 5.51 -2.95 1.82
H 5.54 -4.16 3.13
H 3.29 -2.72 1.75
H 2.99 -3.89 3.01
H 2.23 -4.47 0.50
H 2.91 -5.62 1.67
C 1.81 7.24 -4.57
C 0.62 6.29 -4.14
C -0.67 6.53 -5.06
N -1.94 5.77 -4.64
C -1.69 4.30 -4.55
C -2.71 6.28 -3.37
C -4.19 5.95 -3.65
C -4.41 5.82 -5.15
C -3.06 6.00 -5.74
H 2.21 6.91 -5.54
H 2.62 7.19 -3.85
H 1.67 8.32 -4.55
H 0.41 6.54 -3.10
H 0.94 5.26 -4.23
H -0.42 6.35 -6.11
H -0.94 7.58 -5.09
H -1.32 3.83 -5.46
H -2.63 3.80 -4.31
H -1.03 4.19 -3.69
H -2.32 5.73 -2.51
H -2.55 7.35 -3.34
H -4.44 5.06 -3.08
H -4.79 6.75 -3.22
H -4.81 4.82 -5.34
H -5.09 6.56 -5.56
H -2.82 5.49 -6.68
H -2.94 7.05 -5.99
C 4.42 1.67 4.97
C 3.16 1.15 5.69
C 1.91 1.91 5.18
N 0.66 1.26 5.77
C 0.49 1.25 7.30
C 0.53 -0.17 5.25
C -0.97 -0.52 5.49
C -1.74 0.75 5.14
C -0.61 1.86 4.99
H 4.31 1.63 3.88
H 5.37 1.28 5.32
H 4.34 2.73 5.21
H 3.29 1.07 6.77
H 3.05 0.13 5.34
H 1.78 2.21 4.14
H 1.95 2.87 5.69
H 1.29 0.60 7.67
H -0.45 0.90 7.72
H 0.68 2.31 7.47
H 1.18 -0.86 5.78
H 0.84 -0.13 4.20
H -1.04 -0.98 6.48
H -1.32 -1.29 4.80
H -2.37 1.13 5.95
H -2.32 0.76 4.22
H -0.87 2.79 5.49
H -0.45 2.17 3.96
C -3.89 0.90 0.13
C -4.34 -0.27 -0.72
C -3.99 -1.66 -0.21
N -4.02 -2.86 -1.22
C -5.39 -2.70 -1.98
C -3.75 -4.16 -0.43
C -2.33 -4.48 -0.61
C -2.01 -3.98 -2.05
C -2.87 -2.74 -2.24
H -4.14 1.88 -0.26
H -2.84 0.77 0.42
H -4.42 0.89 1.08
H -3.86 -0.22 -1.70
H -5.35 -0.16 -1.12
H -4.80 -2.02 0.42
H -3.03 -1.62 0.31
H -5.45 -3.51 -2.71
H -5.43 -1.85 -2.65
H -6.18 -2.86 -1.25
H -4.37 -4.81 -1.06
H -4.10 -4.31 0.59
H -2.10 -5.51 -0.32
H -1.75 -3.86 0.07
H -2.22 -4.77 -2.78
H -1.00 -3.63 -2.27
H -3.24 -2.64 -3.27
H -2.33 -1.84 -1.98
Br 1.03 6.24 1.53
```

Summary:
- HOMO-LUMO gap: 4.1838 eV
- LUMO: -4.1 eV
- Net charge: +2
- Energy above the lowest of the compared OMol25 structures with the same formula, charge and spin: 139.4 kcal/mol
- E_HOMO: -8.23 eV
- Electronic energy: -4319.177708 a.u.



Q: What is the formula in the third record?
A: C4H9NO2